Density functional theory data (ωB97M-V/def2-TZVPD) for a cluster of 3 separate species, C4H13NO3 in total.

```
21
Properties=species:S:1:pos:R:3:forces:R:3
C 0.256 -2.106 0.115 -0.6 -0.8 -0.1
N -0.293 -1.286 1.182 0.1 0.9 -0.1
C 0.638 -0.488 1.972 0.4 0.0 -0.8
C 1.412 0.553 1.117 -0.2 0.1 1.1
C 2.573 1.039 1.994 -1.4 1.0 -0.6
O 2.792 2.220 2.074 0.7 -0.2 0.3
H 1.163 -1.689 -0.304 0.1 0.2 0.1
H -0.440 -2.273 -0.727 0.1 0.5 0.3
H 0.476 -3.116 0.442 0.4 -0.4 0.3
H -0.951 -1.749 1.789 0.0 -0.3 -0.2
H 1.398 -1.041 2.563 -0.3 -0.4 -0.3
H 0.053 0.057 2.714 0.0 0.1 0.0
H 1.773 0.251 0.132 0.0 -0.5 0.2
H 0.757 1.413 0.934 0.3 -0.1 0.0
H 3.057 0.295 2.650 0.3 0.0 -0.2
H -3.278 -0.087 -4.516 0.0 0.0 0.2
H -3.423 1.426 -4.274 -0.4 -0.7 -0.3
O -3.914 0.634 -4.570 0.3 0.7 0.1
H -1.863 -0.391 -1.281 0.0 -0.2 0.0
H -1.822 0.741 -2.273 0.0 -0.2 -0.1
O -1.923 -0.220 -2.228 0.1 0.4 0.1
```
Positions in Å, forces in eV/Å.

Lowest unoccupied orbital energy (eV): 0.61
Orbital gap (Eh): 0.3566
Energy above the lowest of the compared OMol25 structures with the same formula, charge and spin (kJ/mol): 212.5
Energy (a.u.): -440.634274
Molar mass (g mol⁻¹): 123.2
HOMO energy (eV): -9.09

Atom charges from the Löwdin analysis, given in e for atoms 1 to 2: number 1, C, carries -0.13; number 2, N, carries -0.13